The following is a DFT calculation (the ωB97M-V functional and the def2-TZVPD basis) of a molecular structure, C26H36KN2 at a distorted geometry.

F_max   0.0443 Eh/bohr
HOMO-LUMO gap   4.251 eV
LUMO   2.0 eV
Charge   -1
Highest occupied orbital energy   -2.29 eV
E_tot   -46852.0031 eV

Geometry as XYZ:
```
65
C26H36KN2 the ωB97M-V functional and the def2-TZVPD basis
K -1.661 1.637 -0.271
C -1.372 3.376 2.782
C -2.078 2.032 2.968
C -3.334 2.198 3.823
C -1.072 1.033 3.503
C -1.067 0.705 4.840
C -0.126 -0.167 5.369
C 0.806 -0.719 4.508
C 0.845 -0.423 3.162
C 1.869 -1.146 2.316
C 3.280 -0.777 2.780
C 1.659 -2.661 2.367
C -0.084 0.509 2.600
N -0.161 0.886 1.322
C 0.901 0.946 0.443
C 0.866 0.786 -0.903
N -0.227 0.407 -1.658
C -0.179 -0.246 -2.819
C -1.380 -0.262 -3.618
C -1.403 -0.845 -4.866
C -0.303 -1.488 -5.403
C 0.832 -1.575 -4.613
C 0.923 -1.005 -3.359
C 2.223 -1.251 -2.613
C 2.506 -2.746 -2.433
C 3.391 -0.578 -3.348
C -2.672 0.412 -3.191
C -2.487 1.928 -3.116
C -3.251 -0.171 -1.906
H -2.033 4.127 2.343
H -0.507 3.223 2.140
H -1.025 3.737 3.747
H -2.406 1.683 1.977
H -3.116 2.697 4.766
H -3.772 1.226 4.040
H -4.075 2.800 3.293
H -1.803 1.136 5.506
H -0.117 -0.398 6.427
H 1.530 -1.417 4.914
H 1.746 -0.839 1.274
H 3.425 -1.071 3.819
H 3.421 0.301 2.714
H 4.038 -1.265 2.169
H 1.783 -3.046 3.378
H 2.373 -3.162 1.714
H 0.655 -2.906 2.028
H 1.841 1.342 0.850
H 1.755 1.130 -1.447
H -2.321 -0.793 -5.443
H -0.328 -1.901 -6.402
H 1.676 -2.130 -5.002
H 2.149 -0.831 -1.609
H 2.677 -3.242 -3.388
H 1.662 -3.224 -1.941
H 3.391 -2.887 -1.811
H 3.477 -0.974 -4.361
H 4.335 -0.745 -2.826
H 3.220 0.496 -3.423
H -3.416 0.225 -3.983
H -1.665 2.163 -2.443
H -3.403 2.428 -2.790
H -2.226 2.297 -4.104
H -2.508 -0.139 -1.116
H -3.520 -1.211 -2.071
H -4.151 0.371 -1.600
```

---

The following is a DFT calculation (the ωB97M-V functional and the def2-TZVPD basis) of a molecular structure, C26H36N3O5RuSe2.

F_max   0.0019 Eh/bohr
HOMO-LUMO gap (alpha / beta)   6.429 / 6.511 eV
Energy relative to the best compared isomer or geometry (same formula, charge and spin)   26.6 kJ/mol
LUMO (alpha / beta)   -6.1 / -7.0 eV
Charge   +2
Highest occupied orbital energy (alpha / beta)   -12.52 / -13.48 eV
Multiplicity   6
E_tot   -175510.9387 eV

Geometry as XYZ:
```
73
C26H36N3O5RuSe2 the ωB97M-V functional and the def2-TZVPD basis
Ru -0.507 0.004 0.264
C 1.028 2.149 -2.111
O -0.047 2.091 -1.171
C -0.110 3.270 -0.380
C -1.398 3.264 0.395
O -1.446 2.065 1.173
C -2.462 2.051 2.182
C -3.011 0.644 2.244
O -1.935 -0.294 2.249
C -1.487 -0.667 3.553
H 0.876 2.984 -2.797
H 1.985 2.277 -1.596
H 1.037 1.212 -2.658
H 0.751 3.306 0.299
H -0.083 4.157 -1.019
H -1.428 4.138 1.051
H -2.260 3.293 -0.278
H -2.019 2.367 3.131
H -3.265 2.748 1.930
H -3.650 0.506 3.119
H -3.597 0.436 1.349
H -2.266 -1.232 4.067
H -0.608 -1.295 3.424
H -1.223 0.210 4.149
C -1.688 -0.182 -3.104
Se -2.589 -0.353 -1.389
C -2.800 -2.295 -1.361
C -1.506 -3.063 -1.181
Se -0.723 -2.739 0.581
C 0.983 -3.591 0.227
H -1.522 0.881 -3.256
H -2.339 -0.571 -3.881
H -0.736 -0.708 -3.091
H -3.277 -2.564 -2.303
H -3.512 -2.502 -0.562
H -0.758 -2.793 -1.926
H -1.699 -4.134 -1.254
H 0.821 -4.652 0.060
H 1.602 -3.455 1.111
H 1.448 -3.120 -0.634
C 6.289 -3.505 6.715
O 6.882 -2.207 6.625
C 6.812 -1.534 5.484
C 6.143 -1.996 4.335
C 6.130 -1.222 3.198
C 6.783 0.017 3.190
C 7.479 0.459 4.327
C 7.474 -0.296 5.469
N 6.879 0.845 2.076
N 6.244 0.718 1.043
C 5.007 0.328 0.675
C 4.872 -0.271 -0.596
C 3.655 -0.631 -1.104
C 2.460 -0.341 -0.404
O 1.315 -0.617 -0.867
C 2.577 0.335 0.890
N 1.412 0.644 1.504
C 1.448 1.310 2.640
C 2.645 1.716 3.240
C 3.834 1.405 2.634
C 3.825 0.682 1.427
H 6.492 -3.850 7.722
H 6.745 -4.186 5.996
H 5.211 -3.448 6.556
H 5.663 -2.963 4.331
H 5.646 -1.594 2.304
H 8.012 1.399 4.279
H 7.994 0.021 6.361
H 5.778 -0.457 -1.159
H 3.576 -1.115 -2.068
H 0.493 1.554 3.090
H 2.620 2.278 4.163
H 4.765 1.732 3.074
```

---

Which of these has the lowest E_tot?
C26H36N3O5RuSe2

---

Among the records above, which one has the lowest E_tot?
C26H36N3O5RuSe2